No. 1
Below is a molecular structure, C9H21Cl2IrO6P2, with properties calculated with ωB97M-V with the def2-TZVPD basis set.

Computed properties:
Spin multiplicity: 6
Kohn-Sham gap (spin up / spin down) (eV): 7.6 / 5.8
Electronic energy (Ha): -2512.74795
HOMO (spin up / spin down) (Eh): -0.7081 / -0.7942
Charge: +3

Atoms and positions in Å:
C 0.09070 -0.10349 -4.43462
C 0.98035 -0.16253 -3.25327
H 0.73659 -0.08136 -5.33904
H -0.51411 0.79625 -4.41368
H -0.60781 -0.93274 -4.52287
O 2.17104 -0.05378 -3.37336
Cl -2.42937 -0.23748 -1.34485
Ir -0.14240 -0.05014 -1.39574
P -0.27934 2.26371 -0.49406
C 0.90675 3.09408 0.64253
C -0.02987 3.08188 -2.09681
H 0.18969 4.13758 -1.91308
H -1.86783 3.90182 0.20862
H -0.95265 2.95414 -2.67190
H -2.66239 2.39702 -0.42783
H 1.94581 2.83429 0.40037
H 0.81005 2.61511 -2.62018
C -1.84989 2.80322 0.19596
H 0.76729 4.17885 0.53145
H -1.92099 2.43468 1.23297
H 0.69361 2.80957 1.68152
P 0.01418 -2.24913 -0.31986
C 1.21546 -2.86596 0.91791
C -1.51100 -2.92646 0.31510
H -0.42370 -3.22984 -2.47056
H 0.85520 -4.14335 -1.61826
H 1.21541 -2.57146 -2.38385
C 0.46220 -3.14442 -1.83752
H -2.34713 -2.50886 -0.24406
H -1.55835 -4.01705 0.25004
H 1.29871 -3.96358 0.89910
H 0.89027 -2.56674 1.91274
H -1.63076 -2.63018 1.35929
H 2.21244 -2.45434 0.75444
C 1.51283 0.20799 -0.56521
O 2.64949 0.15804 -0.29133
O -0.36313 -1.18882 3.23589
Cl -0.16780 0.04990 2.50621
O -0.56639 1.19873 3.28726
O 1.22579 0.16989 2.10330
O -1.02344 -0.00096 1.22912

Forces on the atoms, in the same order (eV/Å):
0.3 -0.2 -2.4
0.9 0.6 -0.8
-0.5 0.0 0.4
-0.1 0.4 0.2
0.1 -0.3 0.4
-1.1 -0.3 0.7
0.4 0.4 -0.7
-1.1 -0.2 1.9
0.1 2.3 -0.1
0.4 -1.1 0.0
-0.2 -0.4 0.1
-0.1 0.0 -0.1
0.1 -0.2 -0.2
0.2 0.2 -0.1
0.0 0.4 0.4
-0.2 0.2 0.1
0.0 0.3 0.0
-0.4 -0.8 0.0
-0.1 -0.3 -0.1
-0.2 0.2 -0.5
0.1 0.2 -0.3
0.6 -2.8 0.2
0.5 1.0 0.1
-0.9 0.5 0.1
0.0 -0.1 0.0
-0.1 0.1 0.1
0.1 -0.3 0.0
-0.2 0.3 -0.3
-0.2 -0.2 0.1
0.4 0.0 -0.1
-0.4 0.3 -0.4
0.1 -0.2 0.0
0.0 -0.1 -0.1
0.1 -0.1 0.0
6.5 -0.5 0.8
-4.9 0.6 -0.8
0.3 1.0 0.3
-1.8 0.2 -3.5
0.5 -1.0 0.1
-1.1 -0.1 1.1
1.9 0.1 3.3



No. 2
Below is a molecular structure, C9H21ClI2N2OPPtS, with properties calculated with ωB97M-V with the def2-TZVPD basis set.

Computed properties:
Spin multiplicity: 5
Kohn-Sham gap (spin up / spin down) (eV): 7.2 / 5.1
Electronic energy (Ha): -2453.59807
Energy relative to the best compared isomer or geometry (same formula, charge and spin) (kcal per mole): 0.00
HOMO (spin up / spin down) (Eh): -0.6680 / -0.6860
Charge: +3

Atoms and positions in Å:
I -0.54383 4.28484 -0.47919
I 0.13914 2.31266 -2.32378
Pt -0.08481 0.20298 -0.15619
P -2.37472 0.08588 -0.30151
C -2.98374 -0.78737 -1.77057
C -3.14110 -0.78778 1.09150
H -2.95310 2.28675 0.50517
H -4.27594 1.56698 -0.47653
H -2.83024 2.25703 -1.27332
C -3.18852 1.70901 -0.39412
H -2.81406 -0.32343 2.02958
H -4.23613 -0.72598 1.00828
H -4.08636 -0.74861 -1.78492
H -2.67198 -1.84240 -1.73766
H -2.84309 -1.84404 1.06787
H -2.60336 -0.31479 -2.68849
C 0.21553 -0.79805 -1.68501
O 0.48013 -1.33124 -2.68278
Cl -0.51095 1.14132 1.94564
C 3.60979 -1.88322 -1.11484
N 4.27157 -1.39575 0.09599
C 5.65465 -1.84097 0.29133
C 3.70548 -0.37819 0.78744
S 2.52074 0.57823 -0.02641
N 4.00363 -0.11407 2.08766
C 5.33042 -0.14551 2.69504
C 3.05462 0.72449 2.82043
H 4.26224 -2.62782 -1.56852
H 3.38869 -1.09398 -1.84789
H 2.66046 -2.36956 -0.87213
H 6.36060 -1.00111 0.27379
H 5.73523 -2.43286 1.20684
H 5.90103 -2.50369 -0.54518
H 5.76961 0.86143 2.76445
H 5.21636 -0.50127 3.72490
H 6.02353 -0.80358 2.18176
H 2.84299 1.66204 2.28696
H 2.11143 0.18588 2.93852
H 3.50247 0.92791 3.79151

Forces on the atoms, in the same order (eV/Å):
-0.4 1.8 1.3
0.5 -1.4 -1.1
0.0 0.8 1.9
-2.2 -0.3 -0.1
0.5 -0.1 -0.3
0.6 0.0 0.3
-0.2 -0.1 -0.1
0.3 -0.1 0.0
-0.2 -0.2 0.1
0.6 0.3 0.1
-0.2 -0.2 -0.2
0.3 0.1 -0.2
0.4 0.1 0.1
-0.1 0.3 -0.1
-0.1 0.2 0.1
-0.2 -0.2 0.2
1.2 -2.6 -5.2
-1.1 1.7 3.8
0.3 -0.1 -1.0
-0.5 0.1 -0.6
-0.6 1.8 -0.2
0.5 -0.7 -0.1
1.6 -2.6 1.8
-0.7 0.4 -0.1
-0.5 0.8 -2.1
0.9 -0.3 0.7
-0.4 0.4 -0.1
-0.2 0.2 -0.1
0.4 -0.2 0.0
0.1 -0.1 0.2
-0.2 -0.3 0.0
0.1 0.1 -0.2
0.0 0.2 0.3
-0.3 -0.2 -0.2
0.0 -0.1 -0.2
-0.2 0.3 0.3
0.3 0.0 0.4
0.1 0.0 0.2
-0.3 0.2 -0.1



No. 3
Below is a molecular structure, C9H21ClIIrO2P2, with properties calculated with ωB97M-V with the def2-TZVPD basis set.

Computed properties:
Spin multiplicity: 6
Kohn-Sham gap (spin up / spin down) (eV): 9.0 / 4.5
Electronic energy (Ha): -2049.56952
Energy relative to the best compared isomer or geometry (same formula, charge and spin) (kcal per mole): 52.88
HOMO (spin up / spin down) (Eh): -0.7271 / -0.7374
Charge: +3

Atoms and positions in Å:
C -0.13859 -0.07086 -3.49240
C 0.28779 0.43345 -2.15285
H 0.68257 -0.25607 -4.09661
H -0.85297 0.66169 -3.92238
H -0.69972 -1.01828 -3.32838
O 1.16802 1.02923 -1.46500
Cl -1.46023 0.40954 -1.72705
Ir 0.44986 -0.16171 1.80452
P -0.13557 2.11663 0.59170
C 1.32165 3.11165 1.09788
C -0.48859 2.96644 -1.03768
H -0.66541 4.03871 -0.88241
H -1.65409 3.91440 1.28656
H -1.36303 2.54180 -1.49777
H -2.46463 2.32144 1.20879
H 2.15354 2.88585 0.43765
H 0.35399 2.86083 -1.73981
C -1.55661 2.83765 1.51809
H 1.08914 4.20212 1.01099
H -1.38743 2.69064 2.59863
H 1.56672 2.87548 2.11367
P 0.00847 -2.20770 0.47472
C 1.46369 -3.19196 1.04303
C -1.44798 -3.05175 1.25641
H -1.13493 -2.52587 -1.68327
H -0.19926 -3.95709 -1.25385
H 0.63562 -2.54751 -1.88893
C -0.18708 -2.85229 -1.24755
H -2.36012 -2.49488 0.94860
H -1.54930 -4.09384 0.89647
H 1.31678 -4.27482 0.86276
H 1.61440 -3.01365 2.10291
H -1.35386 -3.02405 2.33993
H 2.34044 -2.85886 0.48267
C 2.29752 -0.07754 1.85057
O 3.51460 -0.02123 1.83038
I -1.16540 -0.19760 3.65902

Forces on the atoms, in the same order (eV/Å):
1.6 -1.0 -1.1
0.8 2.9 1.7
1.5 -0.2 -1.7
0.9 -0.4 -0.1
0.7 0.7 -0.5
-3.3 -4.4 -3.1
-1.8 -0.4 4.3
-2.1 0.6 -2.6
-1.1 3.8 -1.3
0.1 -0.2 -0.1
0.5 0.4 -0.4
0.1 -0.2 0.5
0.3 -0.5 0.1
-0.2 0.6 0.1
-0.1 0.1 0.1
0.2 -0.1 0.0
-0.5 0.4 0.6
0.3 -0.8 0.7
-0.2 -0.8 0.0
-0.3 0.3 -0.3
0.4 0.1 0.7
-1.0 -3.7 0.0
0.1 0.5 -0.1
-0.3 0.9 -0.5
0.1 0.1 0.1
0.1 0.4 0.6
0.1 0.1 -0.1
-0.1 0.8 -0.5
0.4 -0.4 0.2
0.3 0.5 0.2
-0.3 0.5 0.0
0.2 -0.2 0.2
-0.1 -0.2 0.1
0.1 -0.1 0.1
12.5 0.5 0.7
-8.9 -0.4 0.0
-0.9 -0.1 1.3



No. 4
Below is a molecular structure, C9H21ClN3PbS5, with properties calculated with ωB97M-V with the def2-TZVPD basis set.

Computed properties:
Kohn-Sham gap (eV): 8.4
Electronic energy (Ha): -3163.63620
Energy relative to the best compared isomer or geometry (same formula, charge and spin) (kcal per mole): 5.67
HOMO (Eh): -0.4072
Charge: +1

Atoms and positions in Å:
Pb -1.28566 -0.32616 -1.13391
C -0.05828 -3.81140 0.83876
C 0.27730 -2.88025 2.00187
S -0.69622 -1.34481 1.98605
C 0.52407 -0.19451 2.68710
C 0.13538 1.26164 2.47540
S 0.05706 1.89391 0.77830
C 1.78548 2.13760 0.29532
C 2.64497 0.90370 0.03922
S 1.92782 -0.23678 -1.18199
C 2.56739 -1.80934 -0.53022
C 1.86374 -3.01511 -1.13923
S 0.08306 -3.18252 -0.85396
H -1.10196 -4.12567 0.90149
H 0.54396 -4.71784 0.92092
H 1.33260 -2.61440 2.00079
H 0.08042 -3.41421 2.93231
H 1.48924 -0.41684 2.23656
H 0.60587 -0.37585 3.76001
H 0.81006 1.90476 3.04304
H -0.86907 1.44056 2.86444
H 2.27457 2.76495 1.04231
H 1.71324 2.73684 -0.61476
H 2.81250 0.35108 0.96123
H 3.61983 1.23158 -0.32367
H 2.45647 -1.79295 0.55203
H 3.63187 -1.87167 -0.76099
H 2.35316 -3.92954 -0.80006
H 1.95425 -2.99327 -2.22679
N -1.68083 1.95453 -2.56750
N -2.67804 2.88555 -2.26099
C -3.62549 2.61746 -1.33212
N -4.59209 3.53603 -1.23047
S -3.65224 1.26203 -0.33750
H -0.82331 2.45446 -2.77585
H -1.93595 1.37881 -3.37299
H -2.89173 3.57311 -2.97043
H -4.59730 4.38651 -1.76823
H -5.32987 3.38063 -0.56594
Cl -1.72627 -1.00260 -3.56956

Forces on the atoms, in the same order (eV/Å):
0.0 0.0 0.2
0.0 0.1 0.0
-0.1 0.0 0.0
0.1 0.0 0.0
0.0 -0.1 0.0
0.0 0.0 0.0
0.0 0.0 0.0
0.0 0.0 0.0
0.0 0.0 0.0
0.0 0.0 0.0
0.0 0.0 0.0
0.0 0.0 0.0
0.0 -0.1 0.0
0.0 0.0 0.0
0.0 0.0 0.0
0.0 0.0 0.0
0.0 0.0 0.0
0.0 0.0 0.0
0.0 0.0 0.0
0.0 0.0 0.0
0.0 0.0 0.0
0.0 0.0 0.0
0.0 0.0 0.0
0.0 0.0 0.0
0.0 0.0 0.0
0.0 0.0 0.0
0.0 0.0 0.0
0.0 0.0 0.0
0.0 0.0 0.0
0.1 0.0 0.0
-0.1 0.0 0.0
0.0 0.0 0.0
0.0 0.0 0.0
0.0 0.0 0.0
0.0 0.0 0.0
0.0 0.0 0.0
0.0 0.0 0.0
0.0 0.0 0.0
0.0 0.0 0.0
0.1 0.0 -0.2



No. 5
Below is a gas-phase ion, C9H21N2O3 (charge +1), with properties calculated with ωB97M-V with the def2-TZVPD basis set.

Computed properties:
Kohn-Sham gap (eV): 8.8
Electronic energy (Ha): -690.47493
Energy relative to the best compared isomer or geometry (same formula, charge and spin) (kcal per mole): 31.62
SMILES: C[C@@H](O)CNCCO[C@H]1C[NH2+]CCO1
HOMO (Eh): -0.4402
Charge: +1

Atoms and positions in Å:
C -3.05469 -1.93260 -0.86656
C -1.60956 -1.75670 -1.31436
O -1.26138 -0.34736 -1.31645
C -0.61565 -2.58985 -0.46347
N 0.40744 -1.86954 0.27327
C 0.03183 -1.52677 1.64240
C 1.13307 -0.71838 2.33785
O 0.81600 0.68701 2.32507
C 0.91100 1.16348 1.04070
C 0.20446 2.49899 0.93123
N 0.10237 2.75851 -0.54778
C 1.38093 2.51737 -1.34360
C 2.40439 1.54991 -0.69497
O 2.26864 1.39732 0.69890
H -3.24129 -1.33146 0.02819
H -3.26532 -2.97838 -0.62141
H -3.76340 -1.63142 -1.64373
H -1.52052 -2.10742 -2.35034
H -1.81494 0.01268 -2.00682
H -0.10045 -3.29039 -1.12851
H -1.21901 -3.19774 0.22907
H 1.26000 -2.40737 0.26826
H -0.26396 -2.39416 2.25536
H -0.85523 -0.88826 1.56414
H 2.07830 -0.84847 1.79906
H 1.29217 -1.00085 3.37766
H 0.49945 0.45090 0.31064
H 0.82383 3.28829 1.36735
H -0.79659 2.50332 1.36212
H -0.20204 3.71758 -0.69430
H -0.62772 2.15415 -0.92405
H 1.05365 2.08371 -2.29223
H 1.81279 3.49985 -1.54998
H 3.40430 1.95838 -0.85936
H 2.32712 0.57566 -1.19335

Forces on the atoms, in the same order (eV/Å):
0.0 0.0 0.1
0.0 0.0 -0.1
0.3 -0.2 0.2
0.0 -0.3 0.2
0.0 0.2 0.0
-0.1 0.1 0.1
0.0 -0.1 -0.2
0.2 0.0 -0.2
0.0 0.1 0.2
0.2 0.1 0.1
0.1 -0.1 0.0
0.0 0.2 -0.3
0.0 -0.1 -0.1
-0.1 0.2 -0.1
0.0 -0.1 0.0
0.0 0.1 -0.1
0.1 0.0 0.1
0.0 0.0 0.1
-0.3 0.3 -0.3
-0.2 0.1 0.1
0.1 0.0 -0.1
0.1 -0.1 0.1
0.1 0.0 -0.2
0.0 -0.1 0.2
0.0 -0.1 0.2
-0.2 0.1 -0.1
-0.1 0.0 0.0
-0.2 -0.2 0.0
0.1 0.0 -0.1
0.0 0.1 -0.1
0.0 -0.2 0.1
0.1 0.2 0.1
-0.1 -0.2 0.2
-0.2 -0.1 -0.1
0.0 0.1 0.1



No. 6
Below is a molecular structure, C9H21N3O3Tl, with properties calculated with ωB97M-V with the def2-TZVPD basis set.

Computed properties:
Kohn-Sham gap (eV): 2.2
Electronic energy (Ha): -916.80413
Energy relative to the best compared isomer or geometry (same formula, charge and spin) (kcal per mole): 8.32
HOMO (Eh): -0.6858
Charge: +3

Atoms and positions in Å:
Tl -2.54304 22.16859 -1.46646
C 1.88746 19.82393 -1.75531
C 0.58115 19.59794 -1.00515
O -0.31100 20.45667 -0.98514
N 0.47164 18.48912 -0.24199
C -0.55937 18.32055 0.75892
H 1.55068 19.94385 -2.79501
H 2.47575 18.91133 -1.75510
H 2.35181 20.75535 -1.46314
H 1.22220 17.80889 -0.18215
H -0.42370 18.97037 1.62986
H -0.57168 17.27304 1.05423
H -1.55043 18.52189 0.33246
C -0.46051 23.38149 3.01115
C -0.44280 23.88415 1.57969
O -1.36291 23.64155 0.76807
N 0.55256 24.71531 1.23914
C 0.78775 25.26555 -0.08242
H -1.43900 23.51037 3.47140
H 0.20059 24.02318 3.59410
H -0.19111 22.32929 3.02398
H 1.26670 24.93446 1.92670
H 0.29390 26.24258 -0.18637
H 0.47881 24.60688 -0.89044
H 1.85720 25.46201 -0.18057
C -5.79308 26.03579 -0.87571
C -4.95882 25.26641 0.08454
O -4.14411 24.41065 -0.28318
N -5.05924 25.56691 1.41451
C -4.26364 24.96410 2.39300
H -6.69809 25.45629 -1.11645
H -5.27429 26.14916 -1.82168
H -6.20617 26.95999 -0.47257
H -5.73882 26.27762 1.68262
H -4.81871 24.75140 3.31293
H -3.44124 25.66133 2.68043
H -3.79447 24.06733 1.99208

Forces on the atoms, in the same order (eV/Å):
0.0 0.1 0.1
-1.7 -0.9 -1.0
1.1 0.8 0.0
-0.2 -0.2 0.3
-0.7 -0.1 0.9
-0.5 -0.7 -0.6
0.3 0.1 0.1
0.5 0.3 0.3
0.3 -0.1 0.3
0.3 0.2 -0.3
0.1 0.0 0.0
0.2 0.1 0.3
0.2 0.3 -0.1
0.1 0.8 -0.4
-1.4 -0.3 0.6
0.6 -0.1 0.1
0.6 0.3 -1.0
0.4 0.1 0.2
-0.2 -0.2 -0.3
0.3 -0.5 0.2
0.2 0.0 0.2
-0.1 0.0 0.2
-0.1 -0.1 0.0
-0.3 -0.1 0.2
0.0 0.0 0.1
-1.0 -0.2 0.1
0.3 -0.2 -1.5
-0.2 0.3 0.6
-0.4 -0.1 0.2
0.5 -0.3 0.6
0.2 -0.2 0.1
0.2 0.3 0.1
0.4 0.2 -0.1
0.0 0.0 0.0
-0.1 0.3 0.0
-0.1 -0.1 0.1
0.1 0.0 -0.2



Question: Look up the charge of the sixth one.
Answer: +3